# 1
Density functional theory data (wB97M-V/def2-TZVPD) for a cluster of 3 separate species, C16H31N2O9PS in total at a distorted geometry.

Results
- HOMO energy (eV) = -8.969
- total charge = 0
- SMILES string = [H]/N=C\C[C@@H]1C[C@H](CC=O)[C@H](P(N)O)OS1(=O)=O.CCOC(C)=O.CCOC(C)=O
- LUMO (Ha) = 0.0017

Each line ends with the Löwdin charge.
Atoms and positions in Å:
1 H -0.08 0.48 -1.74  0.04
2 N -0.71 1.16 -1.30  0.12
3 C -0.02 1.73 -0.43  -0.23
4 C 1.46 1.40 -0.16  -0.14
5 C 1.59 1.04 1.32  -0.33
6 C 1.73 2.28 2.26  -0.12
7 C 1.44 1.78 3.71  -0.29
8 C 1.83 2.95 4.67  -0.12
9 C 0.53 3.62 5.14  -0.27
10 O -0.03 4.34 4.40  0.08
11 C 2.11 0.42 3.98  -0.47
12 P 2.29 -0.02 5.78  0.87
13 N 2.89 -1.64 5.85  -0.17
14 O 0.70 0.02 6.34  -0.31
15 O 3.35 0.27 3.25  -0.23
16 S 3.02 -0.01 1.68  0.64
17 O 2.73 -1.39 1.51  -0.26
18 O 4.11 0.45 0.91  -0.23
19 H -0.46 2.50 0.21  0.11
20 H 2.01 2.32 -0.41  0.13
21 H 1.83 0.64 -0.85  0.12
22 H 0.67 0.54 1.65  0.13
23 H 1.05 3.08 1.97  0.13
24 H 2.78 2.57 2.24  0.13
25 H 0.36 1.61 3.75  0.14
26 H 2.49 2.67 5.50  0.08
27 H 2.35 3.72 4.09  0.12
28 H 0.14 3.44 6.16  0.13
29 H 1.43 -0.34 3.54  0.11
30 H 2.43 -2.09 6.64  0.03
31 H 2.67 -2.12 4.97  0.03
32 H 0.20 -0.67 5.87  0.05
33 C -5.48 -3.26 -1.06  -0.07
34 C -4.10 -3.46 -0.47  -0.24
35 O -3.08 -2.94 -1.32  0.00
36 C -2.67 -1.66 -1.29  -0.51
37 C -3.50 -0.63 -0.57  0.01
38 O -1.69 -1.34 -1.91  0.08
39 H -5.71 -2.20 -1.16  0.07
40 H -6.24 -3.72 -0.43  0.08
41 H -5.53 -3.70 -2.05  0.08
42 H -4.02 -3.05 0.54  0.11
43 H -3.90 -4.53 -0.38  0.12
44 H -4.21 -0.19 -1.26  0.10
45 H -2.83 0.15 -0.20  0.07
46 H -4.03 -1.02 0.30  0.07
47 C -0.70 -0.48 -6.99  -0.06
48 C 0.80 -0.25 -7.03  -0.24
49 O 1.20 0.75 -6.09  0.00
50 C 1.48 0.48 -4.80  -0.53
51 C 1.08 -0.85 -4.22  0.01
52 O 1.98 1.33 -4.11  0.10
53 H -1.02 -0.87 -6.03  0.07
54 H -0.99 -1.20 -7.76  0.08
55 H -1.23 0.46 -7.16  0.08
56 H 1.37 -1.17 -6.89  0.11
57 H 1.08 0.15 -8.01  0.12
58 H 0.09 -0.77 -3.79  0.07
59 H 1.79 -1.11 -3.43  0.09
60 H 1.11 -1.67 -4.93  0.07

=====

# 2
Density functional theory data (wB97M-V/def2-TZVPD) for a structure of composition C20H10F5N2O3Rh.

Results
- HOMO energy (eV) = -7.939
- total charge = 0
- LUMO (Ha) = -0.0706

Each line ends with the Löwdin charge.
Atoms and positions in Å:
1 Rh 0.93 1.45 -0.13  1.10
2 O -1.94 1.38 -3.56  0.11
3 C -2.23 0.07 -3.59  -0.24
4 C -3.06 -0.37 -4.62  0.00
5 C -3.41 -1.70 -4.70  -0.05
6 C -2.94 -2.63 -3.77  -0.07
7 C -2.11 -2.21 -2.76  -0.02
8 C -1.72 -0.86 -2.65  -0.08
9 C -0.81 -0.43 -1.61  -0.29
10 O -0.51 0.77 -1.47  -0.06
11 N -0.38 -1.50 -0.75  0.10
12 N 0.66 -1.46 -0.07  0.09
13 C 1.63 -0.38 -0.17  -0.28
14 C 2.70 -0.45 0.87  -0.20
15 C 3.31 -1.62 1.32  -0.05
16 C 4.33 -1.56 2.24  -0.10
17 C 4.75 -0.32 2.72  -0.09
18 C 4.15 0.85 2.30  -0.02
19 C 3.10 0.79 1.38  -0.36
20 O 2.47 1.91 0.98  -0.21
21 H -1.39 1.57 -2.79  0.09
22 H -3.43 0.36 -5.32  0.12
23 H -4.07 -2.02 -5.50  0.11
24 H -3.23 -3.67 -3.84  0.11
25 H -1.74 -2.91 -2.03  0.11
26 H 2.03 -0.39 -1.20  0.14
27 H 2.96 -2.57 0.94  0.11
28 H 4.81 -2.47 2.60  0.10
29 H 5.56 -0.27 3.44  0.10
30 H 4.46 1.82 2.68  0.11
31 F 0.18 -0.67 2.48  0.11
32 C -0.48 0.49 2.43  -0.20
33 C -0.27 1.40 1.41  -0.09
34 C -1.00 2.57 1.48  -0.21
35 F -0.78 3.48 0.49  0.06
36 C -1.90 2.87 2.47  -0.15
37 F -2.58 4.02 2.48  0.13
38 C -2.10 1.93 3.48  -0.14
39 F -2.97 2.17 4.46  0.13
40 C -1.39 0.74 3.45  -0.14
41 F -1.58 -0.15 4.42  0.13

=====

# 3
Density functional theory data (wB97M-V/def2-TZVPD) for an isolated molecule of C4H5NO3 at a distorted geometry.

Results
- HOMO energy (spin up / spin down) (eV) = -9.738 / -9.739
- total charge = 0
- energy above the lowest of the compared OMol25 structures with the same formula, charge and spin (kcal/mol) = 81.23
- SMILES string = CC(=O)C(=O)CN=O
- LUMO (spin up / spin down) (Ha) = -0.0267 / -0.0267

Each line ends with the Löwdin charge.
Atoms and positions in Å:
1 C -0.12 0.47 -1.93  0.01
2 C -0.28 -0.60 -0.90  -0.39
3 O -0.03 -1.76 -1.04  0.13
4 C -0.79 -0.05 0.43  -0.32
5 O -1.77 0.63 0.55  0.15
6 C 0.10 -0.44 1.61  -0.11
7 N 1.40 0.20 1.43  -0.04
8 O 1.74 0.98 2.28  0.03
9 H -0.05 0.05 -2.93  0.09
10 H 0.83 0.99 -1.70  0.10
11 H -0.93 1.20 -1.86  0.09
12 H 0.28 -1.51 1.51  0.14
13 H -0.38 -0.16 2.55  0.13

=====

# 4
Density functional theory data (wB97M-V/def2-TZVPD) for an isolated molecule of C2H3I at a distorted geometry.

Results
- HOMO energy (spin up / spin down) (eV) = -8.663 / -8.414
- total charge = 0
- energy above the lowest of the compared OMol25 structures with the same formula, charge and spin (kcal/mol) = 58.40
- SMILES string = C=CI
- LUMO (spin up / spin down) (Ha) = 0.0001 / 0.0024

Each line ends with the Löwdin charge.
Atoms and positions in Å:
1 C -0.13 0.81 -0.48  -0.02
2 C -0.14 -0.59 0.51  -0.65
3 I 1.48 -1.83 0.23  0.73
4 H -0.97 1.44 -0.31  -0.01
5 H 0.68 1.00 -1.14  -0.01
6 H -0.93 -0.83 1.19  -0.04

=====

# 5
Density functional theory data (wB97M-V/def2-TZVPD) for a cluster of 2 separate species, C3H10S2 in total at a distorted geometry.

Results
- HOMO energy (spin up / spin down) (eV) = -14.817 / -14.816
- total charge = +1
- energy above the lowest of the compared OMol25 structures with the same formula, charge and spin (kcal/mol) = 11.59
- LUMO (spin up / spin down) (Ha) = -0.1988 / -0.3232
- multiplicity = 2

Each line ends with the Löwdin charge.
Atoms and positions in Å:
1 S 2.99 1.34 0.60  0.61
2 S 2.85 0.67 -1.29  0.60
3 H 1.72 1.00 0.95  -0.14
4 H 3.82 1.50 -1.72  -0.10
5 C -1.52 0.51 0.83  -0.13
6 C -0.54 -0.59 0.48  -0.32
7 C -0.84 -1.21 -0.88  -0.11
8 H -2.54 0.33 0.47  0.08
9 H -1.68 0.65 1.90  0.07
10 H -1.33 1.52 0.44  0.07
11 H 0.48 -0.23 0.62  0.02
12 H -0.63 -1.36 1.25  0.11
13 H -0.02 -1.82 -1.26  0.07
14 H -1.05 -0.45 -1.62  0.08
15 H -1.71 -1.85 -0.78  0.08

=====

# 6
Density functional theory data (wB97M-V/def2-TZVPD) for a structure of composition C16H19N3O6PdS3 at a distorted geometry.

Results
- HOMO energy (eV) = -0.044
- total charge = -2
- LUMO (Ha) = 0.1390

Each line ends with the Löwdin charge.
Atoms and positions in Å:
1 Pd 0.85 0.51 0.48  0.29
2 C 0.46 -2.17 -3.40  -0.18
3 C 0.58 -1.56 -2.01  -0.85
4 S 1.02 0.12 -1.95  0.47
5 C 0.37 -2.33 -0.93  -0.83
6 C 0.17 -3.82 -1.09  -0.17
7 S 0.31 -1.75 0.71  0.56
8 H 0.47 -1.37 -4.15  0.03
9 H -0.47 -2.74 -3.51  0.06
10 H 1.30 -2.85 -3.63  0.06
11 H 0.92 -4.25 -1.76  0.06
12 H -0.82 -4.05 -1.50  0.06
13 H 0.25 -4.31 -0.11  0.04
14 C -0.93 1.88 2.66  -0.12
15 O 0.19 1.24 3.26  -0.14
16 C 1.08 0.60 2.44  -0.70
17 O 2.06 0.13 2.97  -0.06
18 H -1.63 2.08 3.47  0.07
19 H -1.39 1.25 1.90  0.05
20 H -0.63 2.83 2.20  0.06
21 O -3.88 0.45 -0.17  0.00
22 C -2.92 0.98 -0.73  -0.64
23 O -1.71 1.03 -0.34  -0.13
24 C -3.15 1.68 -2.06  -0.12
25 C -2.31 1.37 -3.13  0.00
26 C -2.50 2.00 -4.36  -0.06
27 C -3.50 2.94 -4.52  -0.03
28 C -4.32 3.27 -3.44  -0.17
29 C -4.15 2.62 -2.22  0.05
30 N -5.32 4.27 -3.60  -0.38
31 O -5.99 4.59 -2.64  0.06
32 O -5.47 4.79 -4.68  0.04
33 H -1.51 0.64 -2.99  0.08
34 H -1.86 1.75 -5.20  0.10
35 H -3.66 3.44 -5.47  0.10
36 H -4.80 2.86 -1.39  0.13
37 S 1.99 2.65 0.37  0.66
38 C 0.85 3.62 -0.40  -0.84
39 N -0.35 3.29 -0.80  0.05
40 C -1.08 4.45 -1.31  -0.14
41 C -0.16 5.63 -0.98  -0.16
42 N 1.10 4.95 -0.67  -0.01
43 H -0.80 2.32 -0.68  0.08
44 H -2.05 4.53 -0.83  0.12
45 H -1.25 4.35 -2.39  0.11
46 H -0.53 6.19 -0.11  0.11
47 H -0.03 6.32 -1.82  0.10
48 H 1.81 5.41 -0.13  0.11

=====

# 7
Density functional theory data (wB97M-V/def2-TZVPD) for a cluster of 3 separate species, CH4N3P in total at a distorted geometry.

Results
- HOMO energy (eV) = -9.630
- total charge = 0
- energy above the lowest of the compared OMol25 structures with the same formula, charge and spin (kcal/mol) = 53.01
- LUMO (Ha) = 0.0134

Each line ends with the Löwdin charge.
Atoms and positions in Å:
1 C -0.72 1.53 -1.62  -0.48
2 N 0.22 2.36 -1.32  -0.11
3 N 1.38 1.88 -1.29  -0.09
4 N 1.35 0.55 -1.48  -0.31
5 P -0.15 -0.08 -1.80  0.89
6 H -0.20 -1.22 2.21  0.01
7 H -1.66 1.90 -1.78  0.01
8 H 2.26 0.16 -1.36  0.08
9 H 0.19 -0.55 1.82  -0.01

=====

# 8
Density functional theory data (wB97M-V/def2-TZVPD) for a structure of composition C29H39BrF6N4O10S4SiZr at a distorted geometry.

Results
- HOMO energy (eV) = -8.289
- total charge = 0
- energy above the lowest of the compared OMol25 structures with the same formula, charge and spin (kcal/mol) = 41.21
- LUMO (Ha) = -0.0574

Each line ends with the Löwdin charge.
Atoms and positions in Å:
1 Zr -0.46 -1.51 -0.26  1.76
2 C 1.21 -3.42 4.90  -0.43
3 S -0.56 -3.12 4.80  0.86
4 C -0.85 -2.83 3.08  -1.05
5 S 0.23 -3.23 1.76  0.57
6 N -2.09 -2.46 2.85  -0.12
7 N -2.28 -2.10 1.53  -0.10
8 C -3.58 -2.13 1.27  -0.07
9 C -3.99 -1.64 0.01  -0.27
10 C -5.33 -1.66 -0.44  0.00
11 C -5.65 -0.95 -1.59  -0.04
12 C -4.65 -0.23 -2.23  -0.03
13 C -3.35 -0.31 -1.78  -0.12
14 N -2.99 -1.02 -0.70  0.04
15 H 1.54 -3.25 5.94  0.04
16 H 1.74 -2.71 4.27  0.00
17 H 1.53 -4.41 4.59  0.03
18 H -4.23 -2.55 2.02  0.13
19 H -6.15 -2.15 0.10  0.13
20 H -6.68 -0.96 -1.94  0.11
21 H -4.85 0.39 -3.10  0.11
22 H -2.58 0.24 -2.30  0.11
23 F 1.32 -3.09 -4.98  0.17
24 C 0.35 -2.27 -4.61  -0.58
25 F -0.55 -2.24 -5.59  0.15
26 F 0.84 -1.07 -4.51  0.18
27 S -0.68 -2.83 -2.86  0.80
28 O -0.11 -3.38 -1.58  -0.44
29 O -0.80 -1.37 -2.42  -0.50
30 N -2.05 -3.42 -3.44  -0.30
31 S -2.55 -5.01 -3.57  0.65
32 O -3.87 -5.07 -4.13  -0.25
33 O -1.48 -5.78 -4.11  -0.27
34 C -2.66 -5.45 -1.69  -0.59
35 F -1.53 -5.98 -1.20  0.14
36 F -2.89 -4.33 -0.96  0.09
37 F -3.66 -6.34 -1.50  0.13
38 C 2.34 2.77 -2.56  -0.02
39 C 1.28 3.35 -1.65  -0.61
40 C 1.66 4.78 -1.27  -0.04
41 C -0.10 3.40 -2.31  -0.03
42 O 1.23 2.59 -0.41  -0.08
43 Si 0.05 2.01 0.52  0.08
44 O -0.37 0.45 0.09  -0.39
45 O -1.25 2.96 0.36  -0.11
46 C -2.34 3.38 1.18  -0.66
47 C -3.46 3.82 0.28  -0.03
48 C -2.84 2.25 2.07  -0.02
49 C -1.81 4.48 2.05  -0.03
50 O 0.43 1.97 2.11  -0.09
51 C 1.46 1.75 3.09  -0.63
52 C 2.67 1.16 2.41  -0.04
53 C 1.86 3.12 3.63  -0.03
54 C 1.01 0.81 4.20  -0.02
55 H 2.27 3.22 -3.55  0.09
56 H 2.26 1.68 -2.67  0.07
57 H 3.31 2.94 -2.13  0.08
58 H 1.57 5.46 -2.14  0.09
59 H 2.71 4.88 -0.88  0.09
60 H 0.99 5.20 -0.49  0.09
61 H -0.10 4.18 -3.09  0.09
62 H -0.86 3.68 -1.57  0.07
63 H -0.35 2.42 -2.74  0.09
64 H -3.84 3.01 -0.39  0.09
65 H -3.15 4.65 -0.38  0.09
66 H -4.31 4.15 0.89  0.09
67 H -2.90 1.31 1.46  0.09
68 H -3.78 2.55 2.51  0.09
69 H -2.14 2.01 2.87  0.08
70 H -1.45 5.37 1.46  0.10
71 H -0.92 4.10 2.62  0.08
72 H -2.54 4.87 2.78  0.10
73 H 2.88 1.71 1.47  0.09
74 H 2.55 0.09 2.14  0.08
75 H 3.59 1.21 3.00  0.09
76 H 2.25 3.74 2.84  0.09
77 H 2.61 2.98 4.43  0.09
78 H 1.02 3.61 4.09  0.08
79 H 0.58 -0.13 3.79  0.08
80 H 0.25 1.27 4.84  0.09
81 H 1.89 0.57 4.80  0.09
82 Br 3.80 -3.11 1.48  0.80
83 C 4.71 -2.35 0.02  -0.60
84 C 6.12 -2.45 -0.02  -0.13
85 C 6.82 -2.09 -1.16  -0.07
86 C 6.12 -1.65 -2.31  -0.07
87 C 4.75 -1.43 -2.21  -0.02
88 C 3.99 -1.82 -1.08  -0.14
89 C 2.56 -1.37 -1.12  -0.49
90 O 1.66 -1.86 -0.26  -0.36
91 O 2.23 -0.62 -2.08  -0.01
92 H 6.67 -2.77 0.88  0.11
93 H 7.90 -2.18 -1.23  0.10
94 H 6.62 -1.50 -3.24  0.10
95 H 4.19 -0.99 -3.03  0.11

=====

- Look up the total charge of the third one.
  0